ORCA calculation (wB97M-V/def2-TZVPD) on 3 unconnected molecules or ions with the total composition C36H47Br3ClF3N3O9PS3 in a non-equilibrium geometry.

Properties
charge: 0
Kohn-Sham gap: 7.1 eV
E_HOMO: -7.55 eV
E_LUMO: -0.4 eV
spin multiplicity: 1
strongest force on any atom: 0.04155 hartree/bohr

Atoms and positions in Å:
1 C 0.299044 -4.457300 -0.701692
2 C 0.460451 -3.563475 0.537858
3 N 1.317389 -2.414774 0.186094
4 C 0.603537 -1.371585 -0.492883
5 C -0.401263 -0.577360 0.062816
6 P -1.020039 -0.790206 1.803435
7 N 0.293132 -1.124459 2.854194
8 O -1.559564 0.715042 2.267510
9 C -1.015954 0.394000 -0.693786
10 C -0.677381 0.652081 -1.998274
11 C -1.348205 1.700311 -2.868568
12 C -1.887815 2.942001 -2.117669
13 C -1.033153 4.202342 -2.382819
14 Cl 0.015346 4.538771 -0.966613
15 C 0.340197 -0.124745 -2.543336
16 C 0.937522 -1.118218 -1.804150
17 S 2.190527 -2.071341 -2.646508
18 C 2.977405 -0.764373 -3.562481
19 C 4.335800 -0.753888 -3.742592
20 C 5.097697 -1.910718 -3.174128
21 Br 5.650845 -1.920905 -1.356597
22 C 5.332923 -2.931053 -3.997796
23 C 4.914921 -2.982949 -5.446020
24 Br 6.271072 -4.487233 -3.375054
25 C 4.926863 0.281515 -4.444787
26 C 6.427731 0.304795 -4.687021
27 C 7.275464 0.076787 -3.430806
28 O 7.150012 0.716042 -2.412631
29 O 8.202401 -0.924646 -3.505734
30 C 4.111803 1.300523 -4.931231
31 C 4.679137 2.500682 -5.685075
32 C 5.013771 3.700128 -4.780556
33 O 6.372063 3.663587 -4.288959
34 C 6.320543 3.504844 -2.908960
35 O 6.821581 4.288526 -2.148324
36 C 2.734425 1.267592 -4.750105
37 C 1.815768 2.368358 -5.250182
38 C 1.061799 2.032329 -6.550194
39 C 0.397464 3.300584 -7.047120
40 F -0.563781 3.690353 -6.185600
41 F 1.263044 4.325561 -7.173857
42 F -0.182238 3.145947 -8.248723
43 C 2.145762 0.209309 -4.063313
44 N 0.734589 0.150849 -3.889261
45 Br -0.069457 -1.079727 -5.113989
46 H -0.097455 -5.422211 -0.379322
47 H 1.294075 -4.579291 -1.138417
48 H -0.332022 -3.972511 -1.452294
49 H -0.493257 -3.291960 1.013849
50 H 1.023080 -4.151414 1.275520
51 H 1.710232 -1.983877 1.012247
52 H 1.134593 -0.670804 2.507386
53 H 0.406696 -2.131290 2.870441
54 H -2.405253 0.847993 1.824264
55 H -1.814327 0.989893 -0.264806
56 H -2.131859 1.179037 -3.433374
57 H -0.643211 2.053531 -3.617495
58 H -2.042014 2.784466 -1.052264
59 H -2.869088 3.168475 -2.553992
60 H -1.689308 5.043312 -2.611127
61 H -0.396052 4.080339 -3.259978
62 H 4.009932 -2.413873 -5.661361
63 H 5.733651 -2.567743 -6.047562
64 H 4.764869 -4.018011 -5.756156
65 H 6.656686 -0.479887 -5.420937
66 H 6.725798 1.254228 -5.129955
67 H 8.585897 -0.963320 -4.390441
68 H 5.537283 2.184228 -6.281622
69 H 3.942302 2.858076 -6.408287
70 H 4.850341 4.639868 -5.313882
71 H 4.345041 3.694750 -3.909528
72 H 5.829618 2.587445 -2.545513
73 H 1.076831 2.540745 -4.465858
74 H 2.380626 3.298748 -5.313031
75 H 0.240036 1.369338 -6.269561
76 H 1.682763 1.561659 -7.312855
77 O -4.399344 -1.642253 2.460189
78 S -3.739799 -2.230549 3.602414
79 O -2.469911 -2.905980 3.491427
80 C -3.639978 -1.001962 4.896534
81 C -4.941660 -1.166298 5.674224
82 C -5.156058 -2.677934 5.816902
83 C -4.904935 -3.310080 4.440865
84 H -3.520230 -0.014785 4.455984
85 H -2.776338 -1.243660 5.515851
86 H -4.891536 -0.670040 6.644531
87 H -5.770703 -0.727742 5.110581
88 H -4.445067 -3.077709 6.542229
89 H -6.156191 -2.911400 6.179336
90 H -4.472991 -4.304738 4.521443
91 H -5.814080 -3.348549 3.842858
92 O -5.661282 -1.824571 8.994752
93 S -5.693414 -0.394439 9.171584
94 O -4.922589 0.493445 8.338147
95 C -7.399642 0.141688 9.177226
96 C -7.820750 0.044176 10.640006
97 C -6.647458 0.609307 11.450578
98 C -5.362098 -0.016636 10.895413
99 H -7.984819 -0.492481 8.514742
100 H -7.423422 1.173783 8.827854
101 H -8.742992 0.592471 10.826707
102 H -7.988328 -1.000637 10.911304
103 H -6.610930 1.693937 11.329281
104 H -6.755473 0.403216 12.514516
105 H -4.518393 0.666598 10.953637
106 H -5.119276 -0.950022 11.400286

Atoms 1-6, force components in eV/Å:
C 0.06 0.53 0.51
C 0.75 -0.54 -0.11
N -0.58 0.51 0.28
C 0.01 -0.27 -0.01
C 0.81 0.37 1.54
P -1.53 -1.48 -0.16

Results of the Löwdin charge analysis, in e, for atoms 1 through 6:
1. C -0.08
2. C -0.27
3. N -0.03
4. C -0.29
5. C -0.24
6. P 0.88